{"formula": "C13H16NO2PdS3Sb", "method": "the ωB97M-V functional and the def2-TZVPD basis", "total_energy_ev": -61841.657, "e_lumo_ha": [-0.1225, -0.2400], "homo_energy_ha": [-0.4353, -0.4671], "de_lowest_ev": 0.572, "charge": 1, "mol_weight_da": 542.66, "orbital_gap_ev": [8.51, 6.18], "multiplicity": 6, "species": ["Pd", "C", "H", "H", "C", "C", "H", "S", "H", "H", "O", "Sb", "C", "H", "H", "H", "S", "H", "S", "C", "C", "H", "H", "H", "C", "C", "C", "O", "C", "C", "N", "H", "H", "C", "H", "H", "C"], "coordinates": [[-0.701, -0.292, -0.627], [1.322, 1.970, -1.516], [-0.389, -4.651, -0.825], [2.074, 0.763, 1.465], [0.818, -0.955, 1.541], [-1.269, -2.439, 0.409], [1.159, 4.291, 0.653], [0.449, -0.679, -2.783], [2.108, -2.195, 0.362], [-0.733, 0.089, 2.607], [-0.996, 2.588, 0.877], [-1.502, 0.351, -3.802], [1.080, -1.982, 0.634], [-3.005, -0.803, 2.820], [1.339, -4.288, -0.695], [1.683, 0.238, 3.102], [-1.117, 2.645, -3.748], [0.360, -3.491, -1.921], [-2.710, 0.352, -1.681], [-0.089, 2.640, 0.095], [0.706, 3.888, -0.251], [-2.076, -3.039, 0.009], [0.017, 4.644, -0.625], [-3.573, -2.104, 1.766], [1.925, -0.114, 2.101], [-0.515, -0.696, 1.893], [0.358, -3.860, -0.893], [1.845, 1.287, -2.415], [0.055, -2.750, 0.070], [-2.986, -1.187, 1.802], [0.387, 1.540, -0.643], [-3.479, -0.448, 1.168], [1.699, 3.949, -2.233], [1.717, 3.411, -1.287], [2.745, 3.434, -0.926], [2.862, -0.666, 2.138], [-1.569, -1.440, 1.360]]}

{"formula": "C13H16NbO10S", "method": "the ωB97M-V functional and the def2-TZVPD basis", "total_energy_ev": -46592.570, "e_lumo_ha": 0.0022, "homo_energy_ha": -0.2031, "charge": -1, "mol_weight_da": 457.23, "orbital_gap_ev": 5.59, "species": ["O", "C", "C", "C", "O", "C", "H", "C", "O", "H", "C", "H", "H", "H", "O", "S", "C", "H", "C", "H", "H", "C", "H", "H", "H", "H", "C", "Nb", "H", "C", "O", "H", "O", "O", "C", "O", "H", "H", "C", "O", "O"], "coordinates": [[-0.795, -0.065, -0.811], [2.150, -1.282, 2.681], [-3.593, -1.024, 2.007], [-2.290, 0.959, -5.766], [5.704, 0.485, 4.165], [-1.614, 0.298, 1.378], [-1.241, 2.221, -2.501], [-2.529, -0.023, 2.294], [0.242, -0.437, -5.750], [0.909, 3.611, -2.526], [-2.712, -1.309, -0.249], [1.583, 2.428, -4.798], [-2.276, 2.147, -5.727], [-2.315, 0.645, -6.894], [-1.296, -0.676, -3.705], [-0.786, 0.283, -4.846], [-1.631, -0.328, 0.047], [-0.703, 3.476, -4.620], [-3.624, -1.633, 0.669], [-3.280, 0.166, 4.026], [-4.414, -2.346, 0.468], [3.045, -2.062, 3.291], [0.490, -1.039, 1.796], [3.794, 1.805, 2.916], [2.883, -3.124, 3.428], [-0.834, 1.023, 1.574], [3.639, 0.741, 3.039], [0.224, 2.287, -3.613], [-3.312, 0.592, -5.280], [4.302, -1.502, 3.810], [-2.521, 0.564, 3.546], [-1.974, -1.481, -1.988], [5.149, -2.196, 4.362], [-4.409, -1.312, 2.876], [2.392, 0.176, 2.500], [1.561, 0.864, 1.918], [6.182, -0.278, 4.557], [1.139, 1.063, -2.612], [4.532, -0.039, 3.653], [-2.736, -1.875, -1.511], [0.965, -1.801, 2.194]]}

Number 1: largest force on an atom 0.85 eV/Å. Number 2: largest force on an atom 4.42 eV/Å.